Computed, not measured: 2 unconnected molecules or ions with the total composition C10H16, with the ωB97M-V functional and the def2-TZVPD basis.

Cartesian coordinates (Å):
C (-0.580, 3.321, -0.859)
C (-1.768, -0.108, 0.420)
C (-1.375, 1.232, 0.459)
C (-1.803, -0.844, -0.746)
C (-0.859, 1.850, -0.778)
C (-1.137, -0.293, -1.927)
C (-0.656, 1.035, -1.874)
H (-2.024, -0.693, 1.330)
H (-1.633, 1.819, 1.339)
H (-1.931, -1.906, -0.708)
H (-0.784, -1.039, -2.625)
H (-1.378, 3.992, -1.253)
H (0.258, 3.636, -1.520)
H (-0.165, 1.340, -2.798)
H (-0.510, 3.616, 0.200)
C (1.557, -1.935, 1.356)
C (2.783, -2.852, 0.905)
C (2.136, -0.765, 2.084)
H (1.011, -1.616, 0.445)
H (1.110, -2.764, 1.947)
H (3.198, -3.381, 1.784)
H (2.012, 0.183, 1.567)
H (1.774, -0.520, 3.060)
H (3.218, -0.909, 2.078)
H (2.455, -3.635, 0.097)
H (3.737, -2.267, 0.689)

Computed properties:
Molar mass = 136.24 g/mol
Total charge = -1
Max |F| = 3.06 eV Å⁻¹
Calculated total energy = -10626.866 eV
⟨S²⟩ = 0.76
Kohn-Sham gap (alpha / beta) = 0.10782 / 0.24823 Eh
Energy above the lowest of the compared OMol25 structures with the same formula, charge and spin = 139.4 kJ/mol
2S+1 = 2

***

Computed, not measured: 10 unconnected molecules or ions with the total composition C25H71F2N5O13S2, with the ωB97M-V functional and the def2-TZVPD basis.

Cartesian coordinates (Å):
N (6.172, 18.226, 11.245)
S (4.656, 18.157, 11.174)
O (3.979, 19.240, 10.513)
O (3.941, 17.431, 12.233)
F (4.560, 17.056, 10.002)
S (6.001, 19.332, 12.579)
O (5.675, 18.765, 13.894)
O (5.672, 20.727, 12.353)
F (7.607, 19.408, 12.667)
C (5.749, 18.283, 5.042)
O (7.026, 17.942, 5.486)
H (5.528, 17.751, 4.117)
H (4.942, 18.126, 5.758)
H (5.669, 19.330, 4.749)
C (5.598, 16.805, -2.059)
C (4.652, 16.320, -3.131)
C (4.174, 14.881, -3.117)
O (5.301, 13.978, -3.031)
C (4.923, 12.587, -2.903)
N (3.552, 17.258, -3.052)
H (5.948, 17.817, -2.262)
H (6.496, 16.192, -2.140)
H (5.252, 16.626, -1.041)
H (5.166, 16.471, -4.080)
H (3.614, 14.643, -4.022)
H (3.518, 14.688, -2.268)
H (4.250, 12.438, -2.058)
H (5.819, 11.986, -2.750)
H (4.463, 12.234, -3.826)
H (3.874, 18.155, -3.385)
H (2.848, 16.986, -3.723)
C (11.376, 14.005, 3.537)
C (12.668, 14.687, 4.115)
C (13.548, 14.948, 2.867)
O (14.776, 15.509, 3.339)
C (15.508, 16.088, 2.273)
N (12.319, 15.997, 4.696)
H (10.725, 14.641, 2.936)
H (10.781, 13.649, 4.378)
H (11.593, 13.144, 2.905)
H (13.202, 14.064, 4.833)
H (13.066, 15.571, 2.114)
H (13.849, 14.055, 2.320)
H (15.004, 16.864, 1.696)
H (15.860, 15.408, 1.496)
H (16.429, 16.523, 2.661)
H (11.834, 16.499, 3.966)
H (13.259, 16.366, 4.672)
C (1.070, 12.817, 5.631)
C (0.005, 13.779, 6.149)
C (0.487, 14.928, 7.041)
O (-0.663, 15.509, 7.677)
C (-0.447, 16.618, 8.552)
N (-0.780, 14.192, 4.986)
H (0.516, 12.030, 5.119)
H (1.720, 12.404, 6.402)
H (1.706, 13.394, 4.959)
H (-0.579, 13.099, 6.769)
H (0.889, 15.687, 6.369)
H (1.141, 14.541, 7.823)
H (0.301, 16.342, 9.295)
H (-1.385, 16.987, 8.967)
H (-0.070, 17.467, 7.982)
H (-0.089, 14.608, 4.378)
H (-1.394, 14.941, 5.275)
C (-0.156, 26.661, 5.284)
C (0.733, 26.092, 4.231)
C (1.187, 24.607, 4.342)
O (1.921, 24.518, 5.565)
C (2.658, 23.345, 5.737)
N (-0.091, 26.143, 2.997)
H (-0.437, 27.713, 5.241)
H (0.358, 26.648, 6.246)
H (-1.021, 26.017, 5.440)
H (1.537, 26.826, 4.178)
H (1.734, 24.250, 3.469)
H (0.255, 24.045, 4.388)
H (3.480, 23.362, 5.022)
H (2.093, 22.416, 5.658)
H (3.152, 23.407, 6.707)
H (0.513, 25.917, 2.220)
H (-0.352, 27.105, 2.836)
C (5.668, 11.128, 2.898)
C (5.806, 12.670, 2.836)
O (6.045, 13.132, 4.115)
H (6.642, 10.641, 2.947)
H (5.242, 10.803, 1.948)
H (4.962, 10.767, 3.646)
H (4.899, 13.153, 2.471)
H (6.602, 13.003, 2.170)
H (6.112, 14.088, 4.173)
C (9.993, 24.446, 4.115)
C (8.652, 23.863, 3.750)
O (8.596, 23.344, 2.457)
H (10.012, 25.421, 3.627)
H (10.823, 23.802, 3.824)
H (10.091, 24.540, 5.196)
H (7.956, 24.699, 3.825)
H (8.304, 23.138, 4.486)
H (9.028, 22.489, 2.515)
C (10.394, 19.289, 0.114)
C (9.717, 18.598, 1.290)
O (10.141, 19.172, 2.487)
H (9.847, 20.221, -0.031)
H (10.272, 18.829, -0.866)
H (11.459, 19.472, 0.256)
H (10.057, 17.563, 1.267)
H (8.632, 18.533, 1.207)
H (9.436, 19.047, 3.127)
C (0.722, 19.109, 2.801)
C (1.685, 18.778, 1.663)
O (1.032, 18.922, 0.473)
H (1.080, 18.855, 3.799)
H (-0.251, 18.626, 2.720)
H (0.511, 20.179, 2.801)
H (2.084, 17.765, 1.610)
H (2.542, 19.450, 1.706)
H (1.654, 18.792, -0.247)

Computed properties:
Molar mass = 752.00 g/mol
Total charge = -2
Max |F| = 8.89 eV Å⁻¹
Calculated total energy = -88242.211 eV
Kohn-Sham gap = 0.12896 Eh
2S+1 = 1

***

Computed, not measured: 2 unconnected molecules or ions with the total composition CH6NO, with the ωB97M-V functional and the def2-TZVPD basis.

Cartesian coordinates (Å):
C (0.339, -0.237, -0.424)
N (1.651, -0.170, -0.794)
H (0.151, -0.425, 0.611)
H (-0.432, -0.369, -1.163)
H (1.925, 0.010, -1.746)
H (2.417, -0.124, -0.150)
H (-2.003, 1.226, 1.071)
H (-2.175, -0.200, 1.681)
O (-1.873, 0.288, 0.913)

Computed properties:
Molar mass = 48.07 g/mol
Max |F| = 1.47 eV Å⁻¹
Calculated total energy = -4669.773 eV
⟨S²⟩ = 0.75
Kohn-Sham gap (alpha / beta) = 0.23963 / 0.42122 Eh
Energy above the lowest of the compared OMol25 structures with the same formula, charge and spin = 31.8 kJ/mol
2S+1 = 2

***

Computed, not measured: a molecular structure, C20H12ClIN3PbS2, with the ωB97M-V functional and the def2-TZVPD basis.

Cartesian coordinates (Å):
Pb (0.804, 0.308, -0.059)
S (1.301, -0.469, -2.520)
C (2.952, -1.022, -2.272)
C (3.423, -1.998, -3.155)
C (4.677, -2.576, -3.030)
C (5.072, -3.643, -3.906)
N (5.388, -4.502, -4.604)
C (5.526, -2.140, -2.004)
C (5.096, -1.129, -1.157)
C (3.822, -0.555, -1.252)
S (3.432, 0.708, -0.096)
C (6.803, -2.762, -1.783)
N (7.818, -3.266, -1.584)
H (2.764, -2.328, -3.947)
H (5.752, -0.783, -0.370)
Cl (0.372, 2.914, 2.523)
C (-1.200, 2.793, 1.764)
C (-2.318, 2.849, 2.581)
C (-3.581, 2.685, 2.033)
C (-3.697, 2.470, 0.665)
C (-2.573, 2.455, -0.143)
C (-1.273, 2.622, 0.369)
C (-0.084, 2.541, -0.479)
H (-2.190, 3.016, 3.643)
H (-4.455, 2.714, 2.673)
H (-4.676, 2.318, 0.224)
H (-2.679, 2.318, -1.214)
H (0.705, 3.220, -0.160)
H (-0.312, 2.691, -1.535)
I (-3.476, -0.504, 4.928)
C (-3.294, -0.846, 2.874)
C (-4.408, -1.134, 2.107)
C (-4.232, -1.325, 0.745)
C (-2.952, -1.229, 0.223)
N (-1.881, -0.970, 0.970)
C (-2.045, -0.773, 2.272)
H (-5.388, -1.206, 2.560)
H (-5.079, -1.537, 0.105)
H (-2.764, -1.374, -0.837)
H (-1.151, -0.548, 2.849)

Computed properties:
Molar mass = 728.03 g/mol
Total charge = -1
Max |F| = 0.41 eV Å⁻¹
Calculated total energy = -72949.076 eV
Kohn-Sham gap = 0.21386 Eh
Energy above the lowest of the compared OMol25 structures with the same formula, charge and spin = 42.2 kJ/mol
2S+1 = 1